# C45H50GeN2O9P2Si2W

A structure of composition C45H50GeN2O9P2Si2W (ωB97M-V/def2-TZVPD, the Open Molecules 2025 dataset).

XYZ file:
```
112
Properties=species:S:1:pos:R:3
W -1.442 0.016 0.824
C 0.548 2.312 4.646
C 0.634 2.645 3.162
O 1.495 3.759 3.001
P 1.342 1.261 2.211
O 2.604 0.843 3.043
O 1.853 1.859 0.855
O 0.380 0.118 2.018
P -0.998 3.056 2.412
O -1.874 3.465 3.686
O -0.813 4.159 1.446
O -1.609 1.750 1.876
H 1.523 1.999 5.014
H -0.182 1.531 4.835
H 0.241 3.214 5.171
H 1.203 4.234 2.204
H 3.340 0.477 2.517
H 1.301 1.525 0.106
H -2.558 4.109 3.459
C -0.596 -3.164 2.629
Si -1.741 -1.665 2.855
C -1.210 -0.891 4.489
C -3.485 -2.246 3.223
C -3.800 -3.353 4.012
C -5.106 -3.579 4.415
C -6.108 -2.689 4.045
C -5.805 -1.593 3.253
C -4.495 -1.364 2.824
Si -4.014 -0.001 1.607
C -5.285 -0.264 0.230
C -4.493 1.662 2.360
H -0.118 -3.397 3.583
H 0.191 -2.965 1.901
H -1.137 -4.056 2.310
H -1.354 -1.637 5.275
H -1.831 -0.030 4.742
H -0.161 -0.602 4.485
H -3.019 -4.039 4.321
H -5.347 -4.441 5.024
H -7.127 -2.858 4.369
H -6.600 -0.917 2.960
H -6.261 -0.244 0.721
H -5.195 -1.234 -0.259
H -5.287 0.517 -0.529
H -5.578 1.700 2.481
H -4.198 2.488 1.711
H -4.033 1.806 3.337
C -3.068 3.232 -1.855
C -2.616 2.554 -0.741
N -2.578 1.213 -0.664
C -2.981 0.503 -1.773
C -3.466 1.137 -2.949
C -3.505 2.517 -2.977
C -3.898 0.290 -4.032
C -3.880 -1.056 -3.926
C -3.426 -1.707 -2.721
C -3.465 -3.066 -2.512
C -3.032 -3.584 -1.272
C -2.552 -2.731 -0.312
N -2.485 -1.394 -0.480
C -2.942 -0.879 -1.676
H -3.065 4.311 -1.846
H -2.247 3.105 0.108
H -3.869 3.031 -3.857
H -4.255 0.767 -4.936
H -4.227 -1.677 -4.741
H -3.839 -3.720 -3.289
H -3.061 -4.643 -1.064
H -2.185 -3.117 0.625
O -0.019 -1.398 -0.060
C 0.260 -0.590 -0.984
O 0.121 0.662 -0.748
C 0.571 -1.070 -2.373
C 2.028 -1.437 -2.661
Ge 3.526 -0.223 -2.261
C 4.073 -0.435 -0.385
C 3.761 -1.586 0.337
C 4.282 -1.800 1.607
C 5.143 -0.866 2.169
C 5.444 0.300 1.471
C 4.901 0.516 0.212
C 3.320 1.669 -2.681
C 4.486 2.393 -2.938
C 4.434 3.756 -3.191
C 3.212 4.412 -3.203
C 2.046 3.702 -2.968
C 2.098 2.338 -2.713
C 5.007 -0.917 -3.331
C 6.101 -1.549 -2.744
C 7.133 -2.052 -3.525
C 7.085 -1.924 -4.904
C 6.004 -1.292 -5.503
C 4.976 -0.792 -4.720
H 0.233 -0.291 -3.058
H -0.054 -1.955 -2.520
H 2.114 -1.664 -3.726
H 2.275 -2.367 -2.144
H 3.112 -2.340 -0.089
H 4.024 -2.698 2.153
H 5.562 -1.035 3.153
H 6.102 1.039 1.908
H 5.135 1.435 -0.311
H 5.445 1.886 -2.956
H 5.347 4.304 -3.384
H 3.170 5.475 -3.398
H 1.088 4.205 -2.979
H 1.176 1.809 -2.513
H 6.149 -1.652 -1.666
H 7.976 -2.542 -3.056
H 7.889 -2.315 -5.514
H 5.965 -1.187 -6.579
H 4.142 -0.289 -5.198
```

- HOMO energy (spin up / spin down): -5.151 / -7.836 eV
- Multiplicity: 3
- E_tot: -161568.691 eV
- Molar mass: 1137.470 g/mol
- LUMO level (spin up / spin down): -0.00085 / -0.00919 Ha